Entry 1:
Formula: C33H92N4O11
Source: the Open Molecules 2025 dataset
Level of theory: ωB97M-V with the def2-TZVPD basis set

## Properties
**<S²>**: 0.758
**Charge**: +1
**Spin multiplicity**: 2
**E_LUMO (alpha / beta)**: -2.13 / -8.30 eV
**HOMO-LUMO gap (alpha / beta)**: 8.60 / 2.43 eV

Positions of all 140 atoms, in Å:
O  -7.20  -0.98  2.35
O  -4.89  -2.58  1.94
O  4.79  1.47  -1.03
O  3.65  -3.32  -2.04
O  0.05  0.98  -5.89
O  2.46  -2.43  6.35
O  3.14  2.06  1.12
O  -3.57  2.80  -1.13
O  0.79  4.53  -2.41
O  0.58  1.03  1.47
O  -3.37  -3.23  -0.27
N  7.99  3.47  -1.26
N  1.35  -2.58  0.70
N  2.29  -0.95  3.03
N  -1.48  5.87  -0.85
C  -2.86  3.96  -1.56
C  1.79  4.20  -1.47
C  1.80  -1.24  4.35
C  -6.81  0.20  1.70
C  3.28  -3.39  6.96
C  0.24  -0.41  -5.75
C  2.83  -2.15  5.04
C  3.49  -3.42  -3.47
C  5.67  4.15  -1.25
C  -4.29  -3.56  -2.33
C  1.29  -0.84  -6.78
C  -6.72  -0.20  0.21
C  -0.41  1.46  0.53
C  0.72  -0.51  -4.30
C  3.47  3.10  2.01
C  4.32  0.40  -1.80
C  2.47  -2.90  -1.41
C  -3.80  -2.46  -1.31
C  2.88  -4.44  0.56
C  -1.72  0.95  1.07
C  0.38  -1.88  4.28
C  -5.26  -3.29  4.20
C  -3.25  5.34  0.69
C  2.59  -3.00  0.12
C  -3.83  1.84  -2.12
C  6.67  3.11  -0.82
C  6.20  1.64  -1.24
C  -0.11  1.00  -0.94
C  -4.32  -3.30  3.02
C  -2.29  4.76  -0.37
C  -2.52  -1.86  -1.98
C  -3.02  -2.59  3.13
C  -5.51  0.68  2.29
H  -5.24  -4.04  -2.09
H  -5.57  -2.27  4.41
H  4.38  -3.89  -3.89
H  -0.36  -1.30  3.72
H  -4.15  -4.33  2.70
H  -4.21  0.95  -1.62
H  -4.54  -1.70  -1.05
H  -6.34  -1.21  0.09
H  -7.58  0.96  1.81
H  3.56  -4.23  6.32
H  4.08  -2.85  7.45
H  -2.46  -2.68  2.20
H  8.13  3.16  -2.22
H  3.15  -4.50  1.61
H  -0.37  2.54  0.53
H  -2.02  -1.17  -1.30
H  5.66  4.16  -2.34
H  -1.61  4.11  0.18
H  1.64  -0.33  2.55
H  -3.02  -1.52  3.30
H  -6.06  0.50  -0.31
H  1.35  -1.92  -6.79
H  1.60  -0.34  4.92
H  -3.54  -4.35  -2.37
H  1.97  3.14  -1.33
H  2.75  3.11  2.82
H  -1.68  -0.14  1.14
H  3.86  1.92  0.50
H  -1.96  1.24  2.09
H  4.49  0.61  -2.86
H  4.44  2.94  2.47
H  -3.54  4.57  -2.15
H  -6.53  -1.66  2.21
H  -2.04  3.67  -2.22
H  -0.09  -0.28  -3.61
H  -4.84  -3.73  5.11
H  -2.44  -3.14  3.87
H  -5.23  1.67  1.93
H  1.56  4.64  -0.51
H  -2.67  5.62  1.57
H  -2.50  -3.56  -0.51
H  1.54  0.17  -4.10
H  1.44  1.41  1.28
H  0.35  -2.91  3.93
H  3.80  -4.72  0.04
H  -5.59  0.64  3.37
H  -0.32  -0.06  -1.07
H  3.05  -0.32  3.24
H  6.54  1.51  -2.26
H  -0.74  -0.87  -5.88
H  -1.01  6.25  -0.04
H  2.17  -5.22  0.28
H  3.24  0.40  -1.69
H  -4.45  -3.15  -3.32
H  -4.67  0.03  2.05
H  2.32  -1.89  -1.80
H  1.65  -2.41  1.65
H  3.81  -1.68  4.96
H  -6.11  -3.90  3.89
H  -4.04  4.69  1.07
H  4.72  -0.56  -1.47
H  1.10  -0.66  -7.84
H  -0.06  -1.95  5.28
H  -4.41  -2.81  1.14
H  3.30  4.08  1.56
H  0.96  1.05  -1.15
H  2.62  -3.71  7.76
H  -2.83  -1.31  -2.87
H  3.01  -3.05  4.44
H  -1.80  -2.61  -2.30
H  2.31  -0.54  -6.51
H  3.42  -2.37  0.45
H  -0.64  1.54  -1.72
H  1.63  -3.51  -1.74
H  4.67  3.90  -0.91
H  2.61  -3.99  -3.74
H  0.84  4.03  -3.23
H  -4.52  2.19  -2.89
H  5.86  5.16  -0.90
H  1.16  -1.62  0.47
H  -2.93  1.55  -2.66
H  -7.73  -0.20  -0.20
H  -3.76  6.26  0.38
H  -0.42  1.19  -6.70
H  2.74  4.66  -1.76
H  -0.75  5.44  -1.39
H  3.45  -2.41  -3.89
H  1.11  -1.51  -4.10
H  6.80  0.90  -0.70
H  8.50  2.76  -0.76
H  6.64  3.08  0.27
H  -2.57  1.17  0.41

Mulliken atomic charge list, values in e, 99 entries: O -0.67; O -0.44; O -0.14; O -0.44; O -0.57; O -0.34; O -0.22; O -0.24; O -0.58; O -0.45; O -0.65; N -0.68; N -0.06; N -0.19; N -0.77; C -0.93; C -0.20; C 0.51; C 0.19; C -0.75; C 0.32; C -0.77; C -0.69; C -1.08; C -1.47; C -1.27; C -0.61; C 0.72; C -0.35; C -0.86; C -0.33; C -0.21; C 1.58; C -1.52; C -0.99; C -1.74; C -1.62; C -1.63; C 0.88; C -0.29; C 0.41; C -0.99; C 0.55; C 0.73; C 1.78; C -1.75; C -1.10; C -0.63; H 0.39; H 0.32; H 0.32; H 0.36; H 0.23; H -0.23; H -0.51; H 0.13; H 0.44; H 0.33; H 0.29; H 0.24; H 0.31; H 0.38; H -0.10; H 0.20; H 0.34; H -0.64; H 0.18; H 0.20; H -0.06; H 0.34; H 0.55; H 0.29; H 0.01; H 0.38; H 0.06; H 0.21; H 0.58; H 0.44; H 0.32; H 0.37; H 0.42; H 0.31; H -0.19; H 0.41; H 0.40; H 0.30; H 0.19; H 0.39; H 0.32; H 0.23; H 0.09; H 0.36; H 0.41; H 0.38; H -0.37; H 0.29; H 0.46; H 0.28; H 0.36


Entry 2:
Formula: C2HClN2O
Source: the Open Molecules 2025 dataset
Level of theory: ωB97M-V with the def2-TZVPD basis set

## Properties
**SMILES**: N#CC#[N+][O-].Cl
**Energy relative to the best compared isomer or geometry (same formula, charge and spin)**: 335.7 kJ/mol
**E_LUMO**: 0.11 eV
**HOMO-LUMO gap**: 10.89 eV

Positions of all 7 atoms, in Å:
Cl  -0.43  2.47  -0.39
O  -1.30  -2.52  1.34
N  -0.51  -1.89  0.78
N  1.87  0.21  -0.96
C  0.30  -1.30  0.22
C  1.10  -0.44  -0.41
H  -1.03  3.46  -0.57

Now the Mulliken charges, all in e: Cl -0.22; O -0.62; N 0.59; N -0.39; C 0.74; C -0.31; H 0.21


Entry 3:
Formula: C3H2FHgO3
Source: the Open Molecules 2025 dataset
Level of theory: ωB97M-V with the def2-TZVPD basis set

## Properties
**<S²>**: 0.756
**Energy relative to the best compared isomer or geometry (same formula, charge and spin)**: 69.8 kJ/mol
**Spin multiplicity**: 2
**E_LUMO (alpha / beta)**: -0.50 / -2.94 eV
**HOMO-LUMO gap (alpha / beta)**: 8.65 / 6.04 eV

Positions of all 10 atoms, in Å:
Hg  0.22  2.09  -0.49
F  -2.02  -1.61  -1.27
O  2.44  5.03  1.07
O  -1.20  -1.72  0.87
O  -0.90  0.16  -0.50
C  -1.05  -1.10  -0.39
C  -0.08  -2.12  0.04
C  1.82  4.20  0.62
H  -0.13  -3.14  -0.35
H  0.90  -1.79  0.41

Now the Mulliken charges, all in e: Hg 0.75; F -0.29; O -0.07; O -0.44; O -0.72; C 0.83; C -0.61; C 0.11; H 0.22; H 0.21